The following is a quantum chemistry calculation of 9 unconnected molecules or ions with the total composition C8H34O9 in a non-equilibrium geometry, from OMol25.

SMILES string = CCO.CO.CO.CO.CO.CO.CO.O.O
LUMO energy = 0.51 eV
relative energy (zero: lowest compared OMol25 entry of this formula, charge and spin) = 256.3 kJ/mol
HOMO-LUMO gap = 0.39552 Eh
E_HOMO = -10.25 eV
net charge = 0

The geometry in XYZ format:
```
51
Properties=species:S:1:pos:R:3:forces:R:3:lowdin_charge:R:1
C -2.045 0.787 0.663 -0.327 -1.074 -0.604 -0.108
O -0.965 0.698 -0.298 -2.306 -1.216 -0.566 -0.156
H -2.355 1.800 0.809 -0.192 0.830 -0.104 0.058
H -2.965 0.199 0.292 1.703 0.713 0.380 0.114
H -1.734 0.435 1.642 0.001 -0.323 0.011 0.059
H -0.146 1.001 0.038 1.207 0.416 1.176 0.034
C 2.940 -2.806 -1.416 -1.023 -2.810 -0.330 -0.143
O 2.444 -2.394 -2.685 0.287 1.464 0.374 -0.134
H 3.757 -3.576 -1.511 -0.574 1.050 -0.001 0.099
H 3.179 -2.002 -0.807 1.114 1.650 0.945 0.043
H 2.130 -3.302 -0.826 0.325 0.046 -0.621 0.082
H 2.559 -1.408 -2.709 -0.186 -1.036 -0.336 0.082
C -0.237 3.556 3.842 -0.166 -1.593 -0.202 -0.133
O -0.129 2.638 2.727 1.077 0.372 0.250 -0.166
H 0.102 3.003 4.782 -0.632 1.125 -0.947 0.101
H 0.356 4.425 3.613 0.308 0.435 0.382 0.064
H -1.292 3.848 3.835 0.257 -0.078 0.581 0.077
H 0.835 2.565 2.564 -0.883 -0.332 -0.116 0.067
C -0.070 -2.413 3.841 -0.883 -1.929 -0.719 -0.139
O -0.489 -1.438 2.912 0.524 0.637 0.781 -0.133
H -0.710 -3.357 3.769 0.824 1.089 -0.066 0.106
H 0.985 -2.725 3.810 -0.175 0.326 -0.357 0.084
H -0.281 -1.999 4.776 -0.088 0.550 1.659 0.054
H -0.621 -1.859 2.080 -0.124 -0.702 -1.532 0.012
C -2.376 -3.220 0.516 1.381 0.257 -1.457 -0.102
O -0.945 -2.991 0.506 -0.526 -0.025 -0.618 -0.150
H -2.548 -4.266 0.598 -0.387 -0.919 0.220 0.068
H -2.692 -2.691 1.359 -1.043 0.655 1.324 0.054
H -2.886 -2.853 -0.395 0.373 0.016 0.404 0.095
H -0.665 -3.071 -0.420 0.198 0.132 0.083 0.052
C 2.766 1.667 -1.717 2.805 -0.079 -2.066 -0.165
O 2.180 0.919 -2.748 -2.134 -0.282 -0.398 -0.142
H 2.188 1.819 -0.871 -1.350 0.268 1.646 0.037
H 3.679 1.092 -1.448 -0.498 0.436 0.189 0.090
H 3.139 2.621 -2.143 -0.292 -0.166 0.518 0.087
H 1.216 1.171 -2.880 1.392 -0.547 0.132 0.077
C -1.225 3.003 -2.106 0.872 -1.230 0.720 -0.075
C -1.457 2.029 -3.274 0.965 0.879 -0.241 -0.262
O -0.753 0.763 -3.229 -0.521 1.181 -0.148 -0.087
H -0.177 3.350 -2.017 -0.313 -0.332 -0.190 0.080
H -1.475 2.500 -1.154 0.011 0.621 -0.599 0.047
H -1.817 3.882 -2.227 -0.598 0.570 -0.203 0.062
H -1.028 2.499 -4.149 -0.174 0.107 -0.435 0.105
H -2.533 1.966 -3.430 -0.092 -0.671 -0.028 0.109
H -0.966 0.395 -2.380 -0.071 -0.298 1.022 0.026
O -0.406 -2.438 -2.594 -1.018 -1.527 0.176 -0.009
H -0.861 -1.649 -2.369 -0.615 1.105 0.157 -0.001
H 0.513 -2.235 -2.552 1.592 0.170 -0.195 -0.014
O 1.381 0.423 1.690 0.209 -0.053 -0.233 -0.049
H 0.692 0.042 2.239 -0.823 0.163 0.621 0.004
H 1.805 -0.404 1.454 0.591 -0.044 -0.441 0.042
```
Forces are in eV/Å.